[1]
Molecular formula: C5H8N3O
Method: DFT, ωB97M-V with the def2-TZVPD basis set

```
17
C5H8N3O | OMol25 | ωB97M-V with the def2-TZVPD basis set
N -2.313 -0.425 -0.200
C -1.253 0.248 0.145
N -0.578 1.219 -0.443
C 0.767 1.289 0.055
N 1.693 0.462 -0.652
C 1.560 -0.920 -0.504
C 0.585 -1.477 0.193
C -0.270 -0.427 0.973
O 0.491 0.637 1.394
H -2.763 -0.977 0.450
H -2.967 0.059 -0.923
H -0.825 1.926 -1.125
H 1.184 2.322 0.040
H 2.540 0.860 -0.654
H 2.262 -1.481 -1.024
H 0.383 -2.494 0.280
H -0.496 -0.820 1.995
```

Charge: +1
HOMO-LUMO gap in eV: 9.25
Energy relative to the best compared isomer or geometry (same formula, charge and spin) in kJ/mol: 156.8
Multiplicity: 1
SMILES: [NH2+]=C1N[C@@H]2NC=C[C@H]1O2
DFT total energy in a.u.: -434.53635

[2]
Molecular formula: C5H8N3OP
Method: DFT, ωB97M-V with the def2-TZVPD basis set

```
18
C5H8N3OP | OMol25 | ωB97M-V with the def2-TZVPD basis set
C -1.617 1.602 1.144
C -0.886 2.266 -0.825
C -0.366 -1.020 -0.354
C 0.839 -0.291 -0.538
C 0.831 1.228 0.675
N -2.639 1.957 0.424
N -2.220 2.461 -0.784
N -0.451 1.799 0.389
O 3.449 1.306 0.343
P 2.292 2.146 0.051
H -1.585 1.198 2.108
H -0.120 2.459 -1.612
H -0.469 -1.187 0.809
H -1.345 -0.872 -0.727
H -0.325 -2.028 -0.749
H 1.625 -1.058 -0.253
H 1.022 0.251 -1.435
H 0.916 0.845 1.680
```

Charge: 0
HOMO-LUMO gap (alpha / beta) in eV: 8.27 / 7.00
Energy relative to the best compared isomer or geometry (same formula, charge and spin) in kJ/mol: 18.8
Multiplicity: 3
DFT total energy in a.u.: -776.00343

[3]
Molecular formula: C5H8N4
Method: DFT, ωB97M-V with the def2-TZVPD basis set

```
17
C5H8N4 | OMol25 | ωB97M-V with the def2-TZVPD basis set
C 1.436 2.244 0.906
C 0.530 0.593 0.228
C -0.961 -1.004 -0.596
C -2.165 -0.107 -0.694
C 1.209 -1.673 0.068
N 1.746 0.932 0.673
N 0.172 2.588 0.714
N -0.492 1.539 0.202
N 0.178 -0.695 -0.044
H 2.164 2.861 1.416
H -1.002 -1.901 -1.149
H -1.769 0.850 -1.042
H -2.685 0.103 0.272
H -2.891 -0.605 -1.351
H 2.033 -1.379 -0.584
H 1.580 -1.681 1.091
H 0.917 -2.666 -0.109
```

Charge: 0
HOMO-LUMO gap (alpha / beta) in eV: 7.79 / 7.79
Energy relative to the best compared isomer or geometry (same formula, charge and spin) in kJ/mol: 189.6
Multiplicity: 1
DFT total energy in a.u.: -414.25992

[4]
Molecular formula: C5H8N4
Method: DFT, ωB97M-V with the def2-TZVPD basis set

```
17
C5H8N4 | OMol25 | ωB97M-V with the def2-TZVPD basis set
C -1.021 0.913 -0.864
C 0.834 -1.426 -0.542
C 1.380 0.863 -0.635
C -1.010 -0.057 0.273
C -1.857 0.148 1.496
N -1.137 1.768 -1.619
N -0.339 -1.242 0.088
N 1.596 -0.367 -1.000
N 1.713 1.985 -1.143
H 1.159 -2.407 -0.817
H -1.978 1.212 1.833
H -1.593 -0.393 2.317
H -2.959 -0.180 1.292
H -0.746 -2.188 0.392
H 2.449 -0.679 -1.311
H 1.457 2.804 -0.719
H 2.011 2.099 -2.157
```

Charge: +2
HOMO-LUMO gap (alpha / beta) in eV: 7.07 / 8.71
Energy relative to the best compared isomer or geometry (same formula, charge and spin) in kJ/mol: 0.0
Multiplicity: 3
DFT total energy in a.u.: -413.49027

[5]
Molecular formula: C5H8NO
Method: DFT, ωB97M-V with the def2-TZVPD basis set

```
15
C5H8NO | OMol25 | ωB97M-V with the def2-TZVPD basis set
C -2.280 0.825 -0.145
C -1.070 0.368 0.038
N 0.049 0.871 0.669
C 0.988 0.755 -0.453
O 2.289 0.916 0.017
C 0.106 -0.442 -0.129
C 0.368 -1.943 0.162
H -2.664 1.685 0.404
H -2.911 0.189 -0.706
H 0.359 1.385 1.510
H 0.691 1.429 -1.251
H 2.746 1.110 -0.801
H 1.050 -2.116 0.958
H 0.739 -2.372 -0.785
H -0.460 -2.659 0.513
```

Charge: +1
HOMO-LUMO gap in eV: 11.38
Energy relative to the best compared isomer or geometry (same formula, charge and spin) in kJ/mol: 331.1
Multiplicity: 1
SMILES: C=C1[N@@H+]2[C@@H](O)[C@]12C
DFT total energy in a.u.: -324.91284

[6]
Molecular formula: C5H8NO
Method: DFT, ωB97M-V with the def2-TZVPD basis set

```
15
C5H8NO | OMol25 | ωB97M-V with the def2-TZVPD basis set
C -1.979 -0.759 -0.149
C 0.908 1.184 -0.057
C -0.386 0.747 0.692
C 1.697 0.011 -0.346
C 0.245 -1.410 -0.137
N -0.732 -0.519 0.048
O 1.537 -1.172 0.374
H -2.321 -1.820 -0.415
H -2.580 0.007 -0.066
H 0.729 1.749 -0.938
H 1.407 1.883 0.807
H 0.068 0.680 1.697
H -1.205 1.450 0.729
H 2.379 0.071 -1.286
H 0.234 -2.102 -0.953
```

Charge: +1
HOMO-LUMO gap (alpha / beta) in eV: 8.25 / 7.19
Energy relative to the best compared isomer or geometry (same formula, charge and spin) in kJ/mol: 439.6
Multiplicity: 1
DFT total energy in a.u.: -324.87152

[7]
Molecular formula: C5H8NO
Method: DFT, ωB97M-V with the def2-TZVPD basis set

```
15
C5H8NO | OMol25 | ωB97M-V with the def2-TZVPD basis set
C -0.578 -1.041 0.001
C 0.803 -1.009 0.045
C -1.199 0.263 -0.005
C -2.698 0.267 0.063
C 2.696 0.648 -0.071
N 1.535 0.003 0.254
O -0.521 1.270 0.007
H -1.155 -1.945 0.026
H 1.277 -1.981 -0.131
H -3.057 0.704 -0.871
H -3.113 -0.727 0.184
H -3.018 0.919 0.871
H 2.479 1.725 -0.079
H 3.422 0.536 0.746
H 3.128 0.368 -1.039
```

Charge: +1
HOMO-LUMO gap (alpha / beta) in eV: 7.83 / 6.92
Energy relative to the best compared isomer or geometry (same formula, charge and spin) in kJ/mol: 320.6
Multiplicity: 1
DFT total energy in a.u.: -324.91684

[8]
Molecular formula: C5H8NO2
Method: DFT, ωB97M-V with the def2-TZVPD basis set

```
16
C5H8NO2 | OMol25 | ωB97M-V with the def2-TZVPD basis set
N -0.525 -1.280 -0.946
C -0.665 -0.506 0.344
O 0.114 -1.116 1.258
C -0.490 0.969 0.255
C 0.704 1.638 0.185
C 2.047 1.070 0.093
C 2.635 -0.106 0.109
O 2.888 -1.241 -0.020
H -1.468 -1.696 -1.345
H 0.049 -2.072 -0.595
H -0.033 -0.757 -1.586
H -1.780 -0.720 0.498
H 1.010 -0.798 1.284
H -1.435 1.516 0.289
H 0.792 2.717 0.452
H 2.800 1.858 -0.058
```

Charge: +1
HOMO-LUMO gap in eV: 9.11
Energy relative to the best compared isomer or geometry (same formula, charge and spin) in kJ/mol: 215.5
Multiplicity: 1
SMILES: [NH3+][C@@H](O)/C=C\C=C=O
DFT total energy in a.u.: -400.21021

[9]
Molecular formula: C5H8NO2
Method: DFT, ωB97M-V with the def2-TZVPD basis set

```
16
C5H8NO2 | OMol25 | ωB97M-V with the def2-TZVPD basis set
N -0.084 0.999 -1.446
C 0.492 1.107 -0.026
O -0.639 1.433 0.717
C 1.231 -0.135 0.379
C 0.743 -1.336 0.735
C -0.601 -1.853 0.720
C -1.663 -1.265 0.237
O -2.565 -0.737 -0.257
H -0.765 0.226 -1.467
H 0.641 0.847 -2.158
H -0.600 1.869 -1.639
H 1.198 1.952 -0.062
H -0.406 1.784 1.586
H 2.297 0.006 0.459
H 1.468 -2.059 1.081
H -0.747 -2.838 1.141
```

Charge: +1
HOMO-LUMO gap in eV: 9.15
Energy relative to the best compared isomer or geometry (same formula, charge and spin) in kJ/mol: 93.2
Multiplicity: 1
SMILES: [NH3+][C@@H](O)/C=C\C=C=O
DFT total energy in a.u.: -400.25680

[10]
Molecular formula: C5H8NO2
Method: DFT, ωB97M-V with the def2-TZVPD basis set

```
16
C5H8NO2 | OMol25 | ωB97M-V with the def2-TZVPD basis set
C 1.336 -0.822 0.312
C 0.758 -1.960 -0.101
C -2.230 0.152 0.670
C -0.917 0.038 0.088
C 0.907 1.357 -0.766
N 0.444 0.390 0.273
O -0.475 -2.058 -0.386
O -1.827 0.584 -0.662
H 2.360 -0.654 0.572
H 1.364 -2.862 -0.184
H -2.867 -0.724 0.702
H -2.461 0.961 1.356
H 0.104 2.048 -1.026
H 1.761 1.910 -0.388
H 1.203 0.819 -1.664
H 0.543 0.822 1.204
```

Charge: +1
HOMO-LUMO gap in eV: 7.99
Energy relative to the best compared isomer or geometry (same formula, charge and spin) in kJ/mol: 450.8
Multiplicity: 1
DFT total energy in a.u.: -400.12060

[11]
Molecular formula: C5H8NO2
Method: DFT, ωB97M-V with the def2-TZVPD basis set

```
16
C5H8NO2 | OMol25 | ωB97M-V with the def2-TZVPD basis set
N -1.275 -0.440 1.113
C -0.126 0.189 0.341
C -0.408 1.775 0.344
O -1.457 2.136 0.761
C -0.142 -0.298 -1.110
C 1.262 -0.837 -1.248
C 1.860 -0.741 -0.060
O 1.157 -0.104 0.966
H -0.985 -0.406 2.184
H -1.491 -1.353 0.785
H -2.018 0.329 1.252
H 0.284 2.565 -0.089
H -0.330 0.484 -1.834
H -0.886 -0.916 -1.473
H 1.643 -1.403 -2.045
H 2.912 -0.978 0.113
```

Charge: +1
HOMO-LUMO gap in eV: 9.74
Energy relative to the best compared isomer or geometry (same formula, charge and spin) in kJ/mol: 162.4
Multiplicity: 1
SMILES: [NH3+][C@]1(C=O)CC=CO1
DFT total energy in a.u.: -400.23044

[12]
Molecular formula: C5H8NO2S
Method: DFT, ωB97M-V with the def2-TZVPD basis set

```
17
C5H8NO2S | OMol25 | ωB97M-V with the def2-TZVPD basis set
O -2.263 0.608 1.744
C -2.434 0.802 0.601
C -1.547 0.094 -0.452
C -2.365 -0.971 -1.087
O -1.937 -2.106 -1.173
N -0.513 -0.667 0.395
C 0.815 -0.118 0.377
C 0.678 1.395 -0.295
S -0.503 1.141 -1.627
H -3.339 1.323 0.251
H -3.338 -0.734 -1.583
H -0.364 -1.706 0.248
H -1.085 -0.534 1.287
H 1.525 -0.583 -0.269
H 1.257 -0.130 1.345
H 0.396 2.093 0.457
H 1.652 1.601 -0.638
```

Charge: +1
HOMO-LUMO gap in eV: 9.19
Energy relative to the best compared isomer or geometry (same formula, charge and spin) in kJ/mol: 133.8
Multiplicity: 1
SMILES: O=CC1(C=O)[NH2+]CCS1
DFT total energy in a.u.: -798.42632

Repeat the first record exactly.
Molecular formula: C5H8N3O
Method: DFT, ωB97M-V with the def2-TZVPD basis set

```
17
C5H8N3O | OMol25 | ωB97M-V with the def2-TZVPD basis set
N -2.313 -0.425 -0.200
C -1.253 0.248 0.145
N -0.578 1.219 -0.443
C 0.767 1.289 0.055
N 1.693 0.462 -0.652
C 1.560 -0.920 -0.504
C 0.585 -1.477 0.193
C -0.270 -0.427 0.973
O 0.491 0.637 1.394
H -2.763 -0.977 0.450
H -2.967 0.059 -0.923
H -0.825 1.926 -1.125
H 1.184 2.322 0.040
H 2.540 0.860 -0.654
H 2.262 -1.481 -1.024
H 0.383 -2.494 0.280
H -0.496 -0.820 1.995
```

Charge: +1
HOMO-LUMO gap in eV: 9.25
Energy relative to the best compared isomer or geometry (same formula, charge and spin) in kJ/mol: 156.8
Multiplicity: 1
SMILES: [NH2+]=C1N[C@@H]2NC=C[C@H]1O2
DFT total energy in a.u.: -434.53635

Look up the energy relative to the best compared isomer or geometry (same formula, charge and spin) of the second one. 18.8 kJ/mol

Which of these has the highest energy relative to the best compared isomer or geometry (same formula, charge and spin)? number 10

energy relative to the best compared isomer or geometry (same formula, charge and spin) of number 1 (C5H8N3O)? 156.8 kJ/mol